1.
Density functional theory data (ωB97M-V/def2-TZVPD) for a structure of composition C4H34NO13S at a distorted geometry.

Last column: Mulliken charge in e.
Cartesian coordinates (Å):
C  0.021  0.836  2.329  -0.119
N  0.961  -0.340  1.964  -0.298
C  0.444  -1.699  1.924  -0.510
O  -0.545  -1.861  0.847  -0.566
C  -1.391  0.450  2.221  0.051
C  -2.319  1.517  1.868  -0.233
S  -2.162  3.194  2.607  -0.364
H  0.496  1.159  3.271  0.226
H  0.275  1.604  1.486  0.131
H  1.335  -0.065  1.180  0.210
H  1.235  -2.540  1.689  0.187
H  -0.109  -1.849  2.862  0.358
H  -1.707  -0.224  3.032  0.293
H  -1.367  -0.409  1.429  0.204
H  -3.454  1.286  1.955  0.390
H  -2.073  1.732  0.760  -0.158
H  -1.984  2.876  4.001  0.110
H  3.340  -0.154  -0.898  0.355
H  4.758  0.211  -0.723  0.304
O  4.001  -0.039  -0.184  -0.659
H  -0.444  -2.613  -1.429  0.616
H  0.765  -2.895  -2.472  0.310
O  0.289  -3.194  -1.641  -0.635
H  2.363  3.468  3.044  0.321
H  1.935  4.092  1.586  0.318
O  2.690  3.942  2.199  -0.649
H  0.451  1.563  -1.470  0.270
H  -1.069  1.858  -1.639  0.263
O  -0.263  2.067  -1.840  -0.631
H  1.166  -0.774  -0.477  0.188
H  1.258  -0.904  -2.341  0.314
O  0.960  -0.187  -1.256  -0.649
H  -3.869  -2.396  1.184  0.331
H  -4.039  -2.318  -0.348  0.302
O  -4.218  -1.777  0.433  -0.647
H  3.477  -0.745  -3.426  0.378
H  2.903  0.833  -3.511  0.253
O  3.592  0.277  -3.515  -0.668
H  -2.007  -1.169  -0.884  0.253
H  -0.412  -0.468  -1.299  0.586
O  -1.258  -1.119  -1.417  -0.966
H  -2.026  0.205  -2.166  0.564
H  -2.549  0.909  -3.435  0.264
O  -2.391  1.042  -2.522  -0.696
H  -1.453  4.978  0.339  0.310
H  -0.197  4.902  0.918  0.265
O  -0.573  5.270  0.180  -0.567
H  -0.251  -4.450  -0.057  0.355
H  0.433  -5.189  -0.967  0.301
O  0.171  -5.282  -0.091  -0.661
H  2.717  -2.239  -2.404  0.297
H  -0.061  -1.785  0.038  -0.183
O  2.156  -1.585  -2.934  -1.019

Energy relative to the best compared isomer or geometry (same formula, charge and spin) = 127.6 kcal per mole
HOMO level = -6.759 eV
E_LUMO = 2.26 eV
Total charge = -1
Frontier orbital gap = 9.022 eV
E = -43639.8285 eV

2.
Density functional theory data (ωB97M-V/def2-TZVPD) for a cluster of 14 separate species, C4H34NO16 in total at a distorted geometry.

Last column: Mulliken charge in e.
Cartesian coordinates (Å):
O  1.905  0.559  1.455  -0.878
C  0.887  1.065  0.872  -0.134
O  0.980  1.796  -0.138  -0.875
C  -0.522  0.628  1.307  1.309
C  -1.160  -0.031  0.095  0.745
C  -2.506  -0.686  0.385  -0.950
O  -2.381  -2.110  0.509  -0.631
N  -0.466  -0.227  2.493  -0.388
H  1.680  0.845  -1.411  0.556
H  -1.026  1.548  1.586  -0.247
H  -1.233  0.714  -0.699  -0.253
H  -0.485  -0.783  -0.324  -0.025
H  -3.225  -0.553  -0.429  0.335
H  -2.976  -0.315  1.297  0.287
H  -1.399  -0.565  2.700  0.305
H  0.138  -1.025  2.371  0.019
H  0.444  -0.389  -2.850  0.410
H  -0.772  -1.318  -3.082  0.429
O  -0.430  -0.413  -3.284  -0.736
H  -4.080  2.779  1.282  0.263
H  -2.848  2.775  0.318  0.341
O  -3.123  2.769  1.273  -0.578
H  0.213  3.012  -1.181  0.493
H  0.116  3.048  -2.741  0.457
O  -0.236  3.476  -1.920  -0.839
H  4.647  0.084  0.215  0.207
H  3.048  0.227  0.554  0.518
O  3.771  -0.220  -0.051  -0.758
H  1.856  -2.362  -0.483  0.314
H  -0.106  -3.868  0.600  0.330
O  1.396  -2.304  -1.352  -0.811
H  -2.615  1.847  -1.874  0.293
H  -1.813  3.137  -1.647  0.490
O  -2.710  2.723  -1.475  -0.838
H  -1.538  -2.415  0.912  0.472
H  0.942  -2.898  1.243  0.348
O  -0.001  -3.192  1.272  -0.707
H  0.216  1.347  -4.150  0.439
H  1.481  1.449  -3.377  0.338
O  0.905  2.003  -3.953  -0.844
H  2.552  -2.067  2.100  0.441
H  3.169  -1.690  0.713  0.451
O  2.653  -2.391  1.171  -0.974
H  -1.630  -2.798  -1.639  0.392
H  -0.145  -2.803  -1.993  0.383
O  -1.033  -2.913  -2.407  -0.801
H  -1.141  1.502  3.752  0.475
H  -2.198  2.425  3.200  0.333
O  -1.850  2.098  4.044  -0.702
H  1.678  -1.442  -1.734  0.441
H  2.926  0.088  -1.727  0.432
O  2.046  0.245  -2.127  -1.106
H  2.205  -0.343  2.809  0.499
H  1.495  -1.009  4.022  0.315
O  2.301  -1.057  3.500  -0.786

Energy relative to the best compared isomer or geometry (same formula, charge and spin) = 24.5 kcal per mole
HOMO level = -7.142 eV
E_LUMO = 2.61 eV
Total charge = -1
Frontier orbital gap = 9.753 eV
E = -38956.5552 eV

3.
Density functional theory data (ωB97M-V/def2-TZVPD) for a cluster of 14 separate species, C4H34NO16 in total at a distorted geometry.

Last column: Mulliken charge in e.
Cartesian coordinates (Å):
C  -1.182  -0.674  -2.807  -0.592
O  -1.627  -1.952  -3.119  -0.652
C  -0.838  -0.567  -1.245  -0.587
C  -1.076  0.866  -0.865  0.382
C  -0.586  1.147  0.574  -0.171
O  -0.571  0.203  1.380  -0.652
O  -0.262  2.380  0.834  -0.876
N  0.679  -0.862  -0.992  0.567
H  -0.168  -0.581  -3.374  0.140
H  -1.959  -0.141  -3.306  0.348
H  -1.315  -1.295  -0.717  0.859
H  -2.183  1.140  -0.747  0.346
H  -0.689  1.545  -1.631  0.177
H  3.857  -2.258  -0.827  0.322
H  0.710  -1.038  -0.017  -0.573
H  1.851  -0.881  -3.249  0.387
H  0.266  -3.448  0.245  0.433
H  1.466  -3.173  -0.549  0.271
O  0.692  -3.805  -0.516  -0.694
H  2.217  2.688  2.211  0.340
H  3.513  1.915  2.580  0.300
O  3.126  2.403  1.913  -0.674
H  3.023  -0.602  -2.285  0.258
H  -0.927  -2.734  -2.803  0.377
O  2.892  -1.154  -3.208  -0.727
H  -1.820  3.854  -0.734  0.332
H  -0.987  4.317  -1.898  0.336
O  -1.909  4.175  -1.628  -0.637
H  -3.127  -0.436  -1.244  0.304
H  -3.865  -1.805  -1.358  0.296
O  -3.654  -1.124  -0.764  -0.664
H  1.460  -0.208  -1.235  0.213
H  4.209  -2.166  0.558  0.305
O  4.422  -1.755  -0.248  -0.630
H  -3.121  -1.506  0.951  0.394
H  -3.579  -1.731  2.227  0.331
O  -3.134  -2.185  1.628  -0.672
H  2.854  1.424  -0.067  0.250
H  3.663  1.063  -1.255  0.274
O  2.701  1.053  -1.048  -0.631
H  1.435  2.450  -1.410  0.378
H  0.850  3.638  -0.846  0.324
O  1.500  3.472  -1.470  -0.725
H  0.034  -1.971  1.398  0.327
H  -1.408  -2.447  2.110  0.410
O  -0.471  -2.644  1.601  -0.782
H  -3.584  1.270  1.374  0.301
H  -2.689  0.913  2.515  0.351
O  -3.344  0.474  2.002  -0.590
H  -0.772  0.946  3.047  0.240
H  -0.961  -0.277  3.774  0.427
O  -0.712  0.678  4.020  -0.803
H  1.480  0.163  3.319  0.457
H  1.975  0.335  2.017  0.302
O  2.305  0.085  2.901  -0.723

Energy relative to the best compared isomer or geometry (same formula, charge and spin) = 182.3 kcal per mole
HOMO level = -6.458 eV
E_LUMO = 2.54 eV
Total charge = -1
Frontier orbital gap = 8.997 eV
E = -38949.7108 eV

Q: Which of these has the highest HOMO level?
A: number 3

Q: Among the records above, which one has the highest E?
A: number 3

Q: energy relative to the best compared isomer or geometry (same formula, charge and spin) of number 3 (C4H34NO16)?
A: 182.3 kcal per mole

Q: E_LUMO of number 2 (C4H34NO16)?
A: 2.61 eV